ORCA calculation (ωB97M-V/def2-TZVPD) on a structure of composition C19H42B2NO25 in a non-equilibrium geometry.

CARTESIAN COORDINATES (ANGSTROEM)
C (7.03603, -35.13448, -4.88737)
C (6.21328, -36.25914, -4.06664)
C (6.59435, -36.34135, -2.65067)
C (6.09093, -37.57035, -1.88491)
N (6.17917, -37.43766, -0.38336)
C (5.38270, -36.29686, 0.13331)
C (6.35494, -35.14572, 0.76201)
C (7.48357, -36.02973, 1.24938)
C (7.54074, -37.20181, 0.11619)
C (5.69101, -38.68903, 0.26134)
C (6.35056, -39.99216, -0.38604)
C (6.00251, -41.22174, 0.53761)
H (8.06919, -35.30268, -4.70540)
H (6.97444, -34.01774, -4.49121)
H (6.67766, -35.02756, -5.81848)
H (6.56109, -37.12152, -4.63557)
H (5.09531, -36.26485, -4.32019)
H (6.38255, -35.25230, -2.19839)
H (7.71487, -36.39258, -2.57806)
H (6.75230, -38.44043, -2.24696)
H (5.04902, -37.93153, -2.16636)
H (4.78834, -36.41293, 0.91870)
H (4.82256, -35.85696, -0.79856)
H (5.71156, -34.42393, 1.38501)
H (6.74614, -34.54385, 0.02367)
H (7.13877, -36.48602, 2.23409)
H (8.28944, -35.50735, 1.27513)
H (7.91206, -38.03374, 0.71889)
H (8.29976, -36.70973, -0.56071)
H (4.65365, -38.71483, -0.03768)
H (5.89431, -38.56528, 1.19806)
H (7.37317, -39.90736, -0.44651)
H (6.07790, -40.29869, -1.33072)
H (6.58231, -42.36595, 0.31764)
H (4.95157, -41.32804, 0.75924)
H (6.34373, -40.92742, 1.51623)
O (9.78263, -37.57237, -5.23698)
C (10.02591, -37.76255, -4.03144)
O (10.99699, -37.18853, -3.47010)
B (10.87303, -37.68093, -2.02080)
O (9.93965, -38.74946, -2.10381)
C (9.43608, -38.73950, -3.19601)
O (8.66065, -39.66617, -3.64168)
O (10.50857, -36.61180, -1.09873)
C (11.49183, -36.33475, -0.33126)
O (11.43956, -35.32536, 0.44910)
C (12.42071, -37.28548, -0.48896)
O (12.19735, -37.97107, -1.48998)
O (13.49464, -37.33897, 0.07846)
O (11.02392, -37.73980, 2.27272)
C (10.89751, -38.95836, 1.95946)
O (10.50687, -39.25698, 0.82645)
B (10.90317, -40.64562, 0.59423)
O (11.28470, -41.11669, 1.90270)
C (11.35492, -40.11900, 2.59111)
O (11.67423, -40.14469, 3.81350)
O (11.93635, -40.80528, -0.46993)
C (11.38152, -41.36288, -1.46440)
O (12.06598, -41.75458, -2.38640)
C (10.05445, -41.78762, -1.19772)
O (9.75035, -41.37965, -0.04396)
O (9.48674, -42.71969, -1.74306)
O (8.70109, -38.62655, 3.98151)
H (9.24330, -37.92383, 3.60947)
H (7.77149, -38.31230, 4.08466)
O (9.39344, -42.65952, -4.57146)
H (10.18297, -42.69176, -5.02338)
H (9.53855, -42.83458, -3.71496)
O (12.97533, -41.99114, 5.86904)
H (13.79278, -41.47390, 5.89982)
H (12.40850, -41.21995, 5.62224)
O (7.88646, -44.75058, -0.53068)
H (8.28834, -43.95168, -0.88045)
H (7.61551, -44.52320, 0.36508)
O (14.37943, -42.71426, 0.27802)
H (14.68406, -42.10915, -0.37364)
H (13.33731, -42.70414, 0.00933)
O (12.34846, -35.54579, 3.37331)
H (11.77711, -36.35527, 3.21937)
H (12.83278, -35.55789, 2.56330)
O (13.91616, -42.89134, -4.04251)
H (13.21364, -42.60244, -3.49184)
H (14.27499, -42.11280, -4.44450)
O (11.69221, -44.01278, 0.46014)
H (10.94005, -43.59644, 0.61199)
H (11.53060, -44.44670, -0.32340)
O (11.53845, -38.27957, 5.60436)
H (11.53010, -39.05094, 4.99331)
H (12.46504, -38.30432, 6.16673)

Output
- spin multiplicity = 1
- LUMO level (eV) = 1.159
- charge = -1
- max |F| (eV Å⁻¹) = 12.3
- relative energy (zero: lowest compared OMol25 entry of this formula, charge and spin) (kJ/mol) = 12.5

ORCA calculation (ωB97M-V/def2-TZVPD) on a structure of composition C19H42CdF6N2O9S2 in a non-equilibrium geometry.

CARTESIAN COORDINATES (ANGSTROEM)
Cd (0.99191, -0.38360, -0.65065)
C (-1.56718, 3.74341, 0.22432)
C (-1.54322, 2.82371, 1.40195)
C (-2.69756, 3.26569, 2.28897)
C (-4.08596, 2.91503, 1.75026)
C (-4.06986, 1.37383, 1.67467)
C (-2.95584, 0.75488, 0.77453)
N (-1.62393, 1.34813, 1.08677)
O (-0.53986, 0.85509, 0.28011)
C (-3.45449, 0.85094, -0.67869)
C (-2.92811, -0.74839, 1.11447)
C (-0.31877, 2.98208, 2.29149)
H (-1.02063, 4.64729, 0.49338)
H (-2.56861, 4.11551, 0.00807)
H (-1.17954, 3.25223, -0.66819)
H (-2.71807, 4.34155, 2.46270)
H (-2.66400, 2.92633, 3.32425)
H (-4.35561, 3.26419, 0.75352)
H (-4.88168, 3.23131, 2.42474)
H (-5.05623, 1.05606, 1.33673)
H (-4.01555, 0.96048, 2.68179)
H (-3.51815, 1.85180, -1.10570)
H (-4.38996, 0.32952, -0.88143)
H (-2.70776, 0.57548, -1.42342)
H (-2.38082, -1.38890, 0.42286)
H (-3.89506, -1.24129, 1.01371)
H (-2.39347, -1.04050, 2.01831)
H (-0.27522, 2.07222, 2.89013)
H (-0.41286, 3.86569, 2.92277)
H (0.61813, 3.23946, 1.79747)
C (2.29413, 3.05583, -2.45837)
F (3.42545, 3.13127, -1.86701)
F (1.30852, 3.41892, -1.59144)
F (2.28369, 3.90181, -3.48119)
S (1.89726, 1.31278, -3.22408)
O (0.45315, 1.09836, -3.35884)
O (2.66288, 1.30973, -4.42801)
N (2.40735, 0.24192, -1.86901)
S (3.83861, -0.29804, -2.28235)
O (4.79969, 0.62467, -2.87395)
O (4.40025, -1.03591, -1.13237)
C (3.50436, -1.63380, -3.76363)
F (4.41597, -1.45537, -4.81194)
F (3.56376, -2.86955, -3.32401)
F (2.31431, -1.28972, -4.28538)
C (1.24283, -4.59452, -1.13230)
C (1.85989, -3.33168, -0.58104)
O (0.88828, -2.43779, -0.10480)
H (0.96032, -5.20458, -0.27433)
H (1.98158, -5.16717, -1.69304)
H (0.35654, -4.48109, -1.75657)
H (2.44545, -2.78986, -1.32377)
H (2.50675, -3.53735, 0.27182)
H (0.46180, -3.04391, 0.50538)
C (-1.76216, -2.41851, -3.32065)
C (-0.36651, -1.89091, -3.04929)
O (-0.54966, -1.01307, -1.92919)
H (-2.41132, -1.70180, -3.82367)
H (-2.17374, -2.86497, -2.41545)
H (-1.71772, -3.32467, -3.92480)
H (0.06394, -1.46567, -3.95592)
H (0.35408, -2.68318, -2.84643)
H (-1.21396, -0.35617, -2.15007)
C (2.90111, 1.06430, 2.80155)
C (3.00710, 0.77339, 1.28498)
O (2.37057, -0.41792, 0.97967)
H (3.24466, 0.22187, 3.40189)
H (1.87719, 1.29889, 3.09251)
H (3.57156, 1.90184, 2.99424)
H (4.03578, 0.66090, 0.94252)
H (2.61834, 1.58959, 0.67606)
H (2.84790, -1.13419, 1.40480)
C (0.25397, -1.08983, 3.24254)
C (-0.40204, -2.53845, 3.35002)
O (0.34002, -3.39503, 2.57184)
H (1.29631, -1.12801, 3.55903)
H (-0.18677, -0.30429, 3.85636)
H (0.33785, -0.68605, 2.23356)
H (-1.36635, -2.68972, 2.86493)
H (-0.50609, -2.94071, 4.35772)
H (-0.12889, -4.23177, 2.61159)

Output
- spin multiplicity = 1
- LUMO level (eV) = 0.103
- max |F| (eV Å⁻¹) = 6.4

ORCA calculation (ωB97M-V/def2-TZVPD) on a structure of composition C19H42CoNOP3Se in a non-equilibrium geometry.

CARTESIAN COORDINATES (ANGSTROEM)
Co (-0.73029, -0.61144, 0.67596)
P (-1.72238, -0.73251, 2.52997)
P (0.63319, -2.16853, 0.34175)
P (-2.23962, -0.92556, -0.78186)
H (0.98906, 1.04863, -0.15159)
C (-0.11310, 1.08397, -0.17534)
C (-0.88924, 1.39916, 0.99385)
H (-0.42354, 1.73311, 1.93202)
C (-1.03681, -0.02634, 4.05454)
C (-1.90105, -2.48305, 2.97283)
C (-3.37899, 0.03048, 2.59840)
C (1.74830, -1.76432, -1.03968)
C (1.92186, -2.61122, 1.54334)
C (-0.07644, -3.80924, -0.03206)
C (-3.38502, 0.45613, -1.08822)
C (-3.32242, -2.33954, -0.38352)
C (-1.50764, -1.22349, -2.42478)
H (-0.56899, 1.29093, -1.14691)
H (-1.91776, 1.75055, 0.84293)
H (-0.87984, 1.05303, 3.93758)
H (-0.08627, -0.50187, 4.31769)
H (-1.76886, -0.19628, 4.85576)
H (-0.90841, -2.92849, 3.11461)
H (-2.43042, -3.02928, 2.18846)
H (-2.46322, -2.56974, 3.90576)
H (-3.26862, 1.11809, 2.49617)
H (-3.82732, -0.18716, 3.57517)
H (-4.03865, -0.33823, 1.80744)
H (2.40902, -2.61741, -1.23725)
H (2.36186, -0.89681, -0.74985)
H (1.18539, -1.52564, -1.94741)
H (2.53611, -3.39835, 1.08413)
H (1.47373, -2.97365, 2.47541)
H (2.53032, -1.71548, 1.73088)
H (0.74323, -4.52597, -0.15200)
H (-0.67175, -3.78745, -0.94971)
H (-0.71237, -4.14098, 0.79741)
H (-4.08653, 0.13278, -1.86774)
H (-2.83073, 1.34061, -1.42827)
H (-3.93639, 0.71924, -0.17696)
H (-3.98345, -2.54109, -1.23265)
H (-3.92865, -2.10814, 0.50069)
H (-2.72455, -3.23146, -0.16602)
H (-2.29755, -1.27137, -3.18174)
H (-0.93904, -2.15932, -2.42817)
H (-0.82250, -0.40195, -2.66503)
C (2.20217, 2.25051, -4.39361)
C (1.57537, 3.21259, -3.58077)
C (1.32122, 4.49666, -4.07815)
C (1.74334, 4.84264, -5.37195)
C (2.42550, 3.90876, -6.15541)
C (2.65879, 2.62303, -5.66989)
Se (2.42891, 0.43413, -3.88024)
H (1.97025, 0.71295, -2.47107)
H (1.28302, 2.93802, -2.57056)
H (0.79309, 5.23613, -3.46082)
H (1.53856, 5.84465, -5.75867)
H (2.77677, 4.18220, -7.15506)
H (3.17824, 1.89776, -6.27393)
C (3.18321, 2.14600, 3.22699)
C (2.50684, 0.81977, 3.03305)
N (2.46775, -0.03369, 4.11284)
O (1.97319, 0.48385, 1.95487)
H (3.89608, 2.13658, 4.06102)
H (2.43104, 2.92950, 3.41468)
H (3.72431, 2.40751, 2.30569)
H (2.16937, -0.98007, 3.91503)
H (3.03935, 0.09517, 4.93002)

Output
- spin multiplicity = 5
- LUMO level (spin up / spin down) (eV) = -7.750 / -11.756
- charge = +3
- expectation value of S² = 6.04
- max |F| (eV Å⁻¹) = 4.0
- relative energy (zero: lowest compared OMol25 entry of this formula, charge and spin) (kJ/mol) = 0.0